(1)
# C24H21F24O9P

A cluster of 4 separate species, C24H21F24O9P in total (the ωB97M-V functional and the def2-TZVPD basis, the OMol25 dataset).

net charge	0
orbital gap	0.32044	hartree
SMILES string	O=C1C=C(P(=O)(O)O)C(=O)C=C1C[C@@H]1CO1.FC(F)C(F)(F)COC(F)(F)C(F)F.FC(F)C(F)(F)COC(F)(F)C(F)F.FC(F)C(F)(F)COC(F)(F)C(F)F
highest occupied orbital energy	-10.41	eV

XYZ file:
```
79
C24H21F24O9P | the OMol25 dataset | the ωB97M-V functional and the def2-TZVPD basis
F 9.0307 -3.2456 -2.4512
H -7.7275 2.1499 -2.4832
C -0.7095 1.6923 2.9366
C 8.3790 -6.3612 -1.3074
P -3.3810 0.4688 -1.3261
C 9.4836 -6.0318 -0.2954
C -6.3064 2.6589 0.6042
C 1.3975 2.7960 -1.7054
H -9.2791 3.5378 -0.3892
O -0.6342 0.6185 3.8606
C -5.5735 2.1773 -1.9828
H -1.2303 -0.4286 6.2866
H -10.6133 -0.4146 0.5618
O 2.2454 -0.6508 -1.8904
H -0.5668 4.5900 3.2167
F 0.9114 -0.4352 4.9940
O -3.8059 -0.2484 -2.6868
F -2.8276 2.2663 3.8262
H 4.8472 -0.9593 -2.5710
H -4.5901 1.3894 1.2257
F 8.7378 -6.0431 -2.5625
F 2.2585 2.7596 -2.7397
C 1.1862 0.1873 -1.4586
C 1.5134 1.5468 -0.8307
H 0.4026 0.2837 -2.2098
F 9.6216 -4.7011 -0.1500
F 0.5635 1.7177 0.1383
H 9.2438 -6.4772 0.6718
F -1.6732 1.5139 6.3082
C -8.8093 2.6598 0.0470
F -2.4061 4.9058 3.9204
C -9.6501 1.4073 -0.3636
C -1.7641 2.7833 3.1694
O 7.1791 -5.8109 -0.9517
C 6.8416 -3.3646 -1.5204
C 7.8112 -2.6807 -2.4891
H -4.4145 -0.9772 -2.5179
O -8.9587 0.2141 -0.4246
O -5.0686 2.6251 -2.9807
C 4.2776 -0.1831 -3.0825
C 2.7966 -0.5707 -3.1355
F 1.7013 3.8764 -0.9439
C 0.1197 0.6637 4.9978
C -1.3270 4.0949 3.8266
F 7.2254 -3.1582 -0.2476
F 4.4475 0.9926 -2.4485
F -2.1953 3.1467 1.9259
C -4.7635 1.5352 -0.8962
C 6.5078 -4.8478 -1.7391
H 0.3751 2.9009 -2.0778
C -5.1198 1.7849 0.3691
H 5.4719 -4.9350 -1.4150
F 2.7670 -1.8210 -3.6639
F 2.0962 0.2225 -3.9628
H -4.3763 -0.8791 -0.0003
H -1.0310 1.2084 2.0163
F 2.7172 1.5081 -0.2189
F 7.9304 -1.3846 -2.1203
C -9.9777 0.4474 0.7096
F -0.8468 3.8936 5.0684
F 4.7370 -0.0506 -4.3521
H 0.7440 -0.3747 -0.6380
H -8.8489 2.7139 1.1284
C -7.0189 2.2736 -1.6762
F 8.2277 -7.7044 -1.2629
F 5.6569 -2.6951 -1.7039
H -10.4406 1.5725 -1.1041
F 0.0641 0.6726 7.3429
H -9.3528 0.3774 1.5904
H 0.2716 2.1163 2.7252
F 0.9280 1.7349 5.0407
H 7.4213 -2.7199 -3.5104
C -0.7391 0.5460 6.2633
O -2.0856 1.1294 -1.4000
O -6.3815 3.4160 1.5396
H 6.5224 -5.1069 -2.7983
F 10.6488 -6.5399 -0.7525
O -3.4531 -0.6859 -0.2100
C -7.3866 2.5241 -0.4151
```

(2)
# C7H13NO2S2

A structure of composition C7H13NO2S2 (the ωB97M-V functional and the def2-TZVPD basis, the OMol25 dataset).

net charge	0
orbital gap	0.29484	hartree
highest occupied orbital energy	-7.85	eV

XYZ file:
```
25
C7H13NO2S2 | the OMol25 dataset | the ωB97M-V functional and the def2-TZVPD basis
H -2.5204 -1.4422 -1.7806
H 4.1523 2.3035 -0.1364
H 2.5205 2.2526 -0.8060
N 1.7646 -0.0336 0.6523
C -1.7955 -0.6111 -1.5143
H -2.2210 0.3932 -1.7555
C -2.2709 -1.8793 0.5397
H -3.3079 -1.9910 0.3918
C -2.3403 0.5537 0.6857
H 2.7709 2.4460 0.9652
S 4.2690 -0.5592 -1.2536
O 0.3278 1.2232 -0.6655
O -0.2381 -0.7485 0.3007
H -0.7891 -0.7369 -2.0201
H -2.0792 -1.8158 1.5977
C 2.9739 0.5186 0.2950
C 0.5570 0.2668 0.0109
H -2.0197 0.8747 1.6486
H -2.2262 1.3730 0.0845
H -1.7686 -2.8087 0.1617
H -3.3642 0.4260 0.6929
C -1.6727 -0.5814 0.0049
S 4.4479 -0.3447 0.8588
C 3.1363 1.9586 -0.0287
H 1.6937 -1.0374 1.0705
```

(3)
# C3H5ClOS

A cluster of 2 separate species, C3H5ClOS in total (the ωB97M-V functional and the def2-TZVPD basis, the OMol25 dataset).

net charge	0
orbital gap	0.28554	hartree
highest occupied orbital energy	-9.10	eV

XYZ file:
```
11
C3H5ClOS | the OMol25 dataset | the ωB97M-V functional and the def2-TZVPD basis
H 1.8709 1.2585 -1.6212
H 1.6760 -0.4478 -1.3787
H -0.2754 -1.4280 1.9932
Cl -2.0872 0.6196 -0.4403
S 1.0625 0.8149 0.5683
H -1.2644 0.7806 1.6908
H 0.1812 0.8753 -1.5986
C 1.1813 0.5506 -1.1338
C -1.2718 0.1176 0.9407
C -0.5780 -1.1848 0.9408
O -0.4951 -1.9566 0.0387
```

(4)
# C32H67BrFN6O9

A cluster of 5 separate species, C32H67BrFN6O9 in total (the ωB97M-V functional and the def2-TZVPD basis, the OMol25 dataset).

net charge	+1
orbital gap	0.22148	hartree
highest occupied orbital energy	-10.39	eV

XYZ file:
```
116
C32H67BrFN6O9 | the OMol25 dataset | the ωB97M-V functional and the def2-TZVPD basis
H -3.2781 2.2674 1.1446
H 6.8947 6.0125 1.4029
H -9.5496 5.4900 -2.6835
C 1.7765 -7.8096 -4.5157
C 4.0096 -6.5870 -4.2154
H 2.0168 -5.7428 -2.7806
H 4.8071 5.6770 0.4071
C -9.8812 3.0269 -3.7793
H 4.4434 -3.4363 -1.5302
N -9.6740 5.4501 -3.6916
C -4.4011 -3.7844 4.3297
H 0.3417 0.5829 1.2209
H 2.0942 -3.5216 2.3504
C 1.3177 2.1323 2.8572
H 2.6426 4.2565 0.2339
H -7.1387 3.1423 -3.9850
O -7.3536 4.3899 -2.3449
C -1.4739 2.6528 -0.0022
H 3.5205 -0.9376 -0.1147
H -6.9563 3.4734 -0.5791
O 0.6209 -0.2911 1.5288
H -2.2396 0.8576 0.9331
C 4.0543 -0.3182 3.7003
O 0.4128 2.2345 3.6289
H -4.3132 -2.9777 5.0629
C 4.1737 -7.9869 -2.2814
H 4.8004 5.8378 2.9886
H 0.9589 -2.5661 1.4703
O 3.7273 -1.7798 -2.5245
H -1.0271 4.6959 -0.4630
C 2.4862 -1.4251 2.3626
C -1.6180 -2.9976 2.9201
H -0.0509 -3.6758 4.2456
C -1.9185 4.0625 -0.4172
H 0.1068 2.5331 -1.2832
H 3.0995 0.0498 -3.2048
H -4.4089 4.2199 -0.8765
H -1.6123 -4.3909 4.5998
C -7.5649 4.1190 -3.7195
H 5.1473 4.1209 2.9745
N 3.6250 -1.4369 3.0970
H 2.5567 5.8056 1.0083
H -1.2931 -2.7118 5.0495
C 5.2517 5.0454 2.3871
H 4.7945 -8.0135 -1.3858
H 4.5047 -5.6661 -4.5362
C 3.9025 -0.4551 -2.6582
H -8.5968 3.2045 -1.1701
H -3.7781 -4.6285 4.6347
H 1.7329 4.7945 2.8956
H 2.2728 -4.5932 -3.8684
H -3.1867 -1.8554 2.0121
H -6.9864 4.8763 -4.2560
Br 4.6288 -2.9841 3.3336
C -9.0280 4.2273 -4.1750
H -10.8279 3.0473 -4.3179
C -7.5518 3.2924 -1.4748
C -1.1231 -3.4710 4.2833
C 2.0203 -2.6718 1.6713
H -9.0136 4.2704 -5.2679
H -10.1171 3.0259 -2.7151
H 2.3308 -8.5992 -5.0266
H -5.4360 -4.1218 4.3064
H -2.2401 -4.7720 2.1742
C 2.7315 -2.9421 0.3017
O -4.0695 -3.3384 3.0253
H -4.0650 2.7775 -1.8777
H 7.6885 4.8066 3.9570
H 4.4959 -7.4129 -4.7485
C 4.5353 4.8356 1.0511
H -0.9426 -2.2026 2.5870
H -9.3774 2.0882 -4.0201
C -3.0286 -2.3897 2.9537
F 5.1711 -0.3977 4.3808
C 2.9929 4.8122 1.1056
H 5.5049 -2.0623 -1.4400
H 3.1184 3.7146 3.0075
C -2.6245 1.7522 0.4388
N 1.8256 -5.4992 -3.7492
O 4.2595 -6.6795 -2.8222
H -1.2686 1.9976 -1.9057
H 4.6944 -2.0054 0.6289
H 1.5979 -8.1268 -3.4882
H 3.1502 -8.2328 -1.9892
H 0.8036 -7.7175 -4.9972
H 4.8863 3.9399 0.5372
C 2.1844 0.9013 2.9303
H 7.0513 6.3379 3.8674
H 3.7866 1.7135 4.1716
H 3.1025 -3.9657 0.3133
C 4.4548 -2.3507 -1.4432
H 1.9726 -2.8597 -0.4754
H -9.1659 6.2593 -4.0379
H -0.8065 2.7688 0.8580
H -1.7455 -3.7628 1.0338
C -3.8851 3.8494 -1.7617
C 2.5225 -6.4815 -4.5838
H 7.1550 4.3110 1.7705
N -1.5057 -4.1016 1.9621
O 1.5403 3.0006 1.8491
H -2.5856 4.5046 0.3337
H -4.2906 4.3537 -2.6369
H -7.2214 2.3534 -1.9297
O -2.4965 4.1358 -1.7015
C 1.7405 -0.2557 2.2671
N 7.5218 5.6019 3.3602
C 3.3748 0.8679 3.6431
N -0.7110 1.9734 -1.0558
C 6.7630 5.2472 2.1714
H -3.2277 1.4163 -0.4037
H 4.5448 -8.7366 -2.9845
H -3.1231 -1.6503 3.7600
C 3.8568 -1.9766 -0.0707
O 4.8248 0.1692 -2.2187
H 2.4750 -6.1357 -5.6202
C 2.3781 4.1286 2.3247
```

(5)
# C15H21Ge2O7P2PdS4

A structure of composition C15H21Ge2O7P2PdS4 (the ωB97M-V functional and the def2-TZVPD basis, the OMol25 dataset).

net charge	0
orbital gap (spin up / spin down)	0.21858 / 0.20877	hartree
2S+1	2
highest occupied orbital energy (spin up / spin down)	-8.51 / -8.60	eV

XYZ file:
```
52
C15H21Ge2O7P2PdS4 | the OMol25 dataset | the ωB97M-V functional and the def2-TZVPD basis
O 0.8324 1.7658 -4.6253
H -3.5208 -2.2870 1.8112
Ge -1.2949 -1.1472 1.6042
H -1.6744 -0.2185 3.9664
C -0.0159 -2.3747 2.4491
C 2.0757 1.8610 3.1527
O -2.4660 -1.5256 -4.1265
H 3.0758 3.7375 3.4266
H -0.2398 -2.6928 -0.7861
H 1.3059 3.1030 -0.4038
H 1.7258 1.4723 -2.2695
C 2.2335 3.5472 1.4595
C 1.5011 2.7457 0.5962
P -0.0717 1.5716 -3.4977
O 0.7830 1.5485 -2.0801
C -2.7970 -2.2343 0.9954
H 2.2982 1.5037 4.1502
H 4.3956 -1.4276 -1.9400
C 2.5146 3.1101 2.7462
C 2.5196 -0.7703 -1.1359
H -0.6143 -3.1312 2.9616
H -1.5504 1.1223 2.8244
S -4.3663 2.4884 1.0776
Ge -0.0296 0.2031 -0.0513
P -2.0995 -0.5058 -2.9702
C 1.2076 -1.1046 -0.7970
H 3.5969 -3.7328 -2.3547
H 0.6148 -2.8718 1.7138
H 0.6275 -1.8915 3.1834
C 2.9328 -2.9997 -1.9146
C 3.3806 -1.7050 -1.6874
O -3.1237 0.5957 -2.9653
C 1.3439 1.0620 2.2850
Pd -2.0451 1.7515 -1.3756
H 2.8958 0.2279 -0.9298
H -3.0421 0.1725 2.9270
O -1.8352 -1.1497 -1.6415
H 2.5860 4.5146 1.1252
C 0.7785 -2.4120 -1.0230
H 1.2886 -4.3656 -1.7413
O -1.1950 2.5317 -3.1354
H 1.0188 0.0885 2.6353
S -3.5792 0.9586 0.1948
H -3.2718 -1.8344 0.1055
C -1.9547 0.1188 2.9665
C 1.0407 1.4897 0.9916
H -2.4550 -3.2438 0.7642
H -1.7857 -2.1921 -4.2633
C 1.6364 -3.3543 -1.5720
S -1.4489 3.6089 -0.1339
O -0.6542 0.0707 -3.4445
S -3.0789 4.2009 0.7523
```

(6)
# C23H28BDyN2O

A structure of composition C23H28BDyN2O (the ωB97M-V functional and the def2-TZVPD basis, the OMol25 dataset).

net charge	0
orbital gap (spin up / spin down)	0.15697 / 0.23961	hartree
2S+1	6
highest occupied orbital energy (spin up / spin down)	-6.24 / -6.73	eV

XYZ file:
```
56
C23H28BDyN2O | the OMol25 dataset | the ωB97M-V functional and the def2-TZVPD basis
H -3.9753 -2.5932 -1.2680
C 2.6249 1.8608 2.2596
C -2.5040 -2.5062 1.5788
H 2.5307 0.0795 3.6366
C -1.5937 -2.7560 2.6444
C -0.5894 2.5597 -2.7456
H -2.1071 1.0185 -2.8462
H -1.8091 -2.7361 3.7061
C 1.9744 2.6507 -2.8742
H -2.0421 -0.0284 0.6395
Dy 0.2091 1.4343 1.6231
H -3.7969 -1.0089 -2.0439
C 0.7970 0.6928 -3.6375
O -0.6714 1.9457 -0.1464
H -0.4684 -0.5593 0.0396
H 2.5878 2.8588 0.2177
H -1.4969 0.9609 6.8607
B -0.4823 0.5480 6.2899
C -3.5744 -1.5797 -1.1359
H -1.4348 -3.1282 -2.3393
C -0.4536 -3.0532 0.6599
C 0.7582 1.9753 -3.0753
H 2.9287 2.6742 2.9156
H -0.3556 -0.6512 6.4657
C -0.3233 -3.0654 2.0663
H -3.5733 -2.3011 1.6686
N -0.7533 1.1259 3.6541
H -0.5125 3.3429 -1.9962
H 0.5899 -3.2709 2.6253
C 2.1590 0.6483 0.3495
C -2.0682 -1.6387 -0.8610
C -1.4813 -0.2610 -0.2909
H -4.1230 -1.1160 -0.3165
H -1.0815 2.9708 -3.6304
C -1.2733 1.0954 -0.9510
H 4.1872 0.2079 -3.8103
H -0.1775 -1.9209 -1.9732
C -1.7601 -2.5319 0.3453
H 2.0280 -0.9871 -4.2427
C 2.4003 0.4990 2.6321
H 4.1236 2.5650 -2.9303
H 1.9440 3.6959 -2.5392
C -0.6397 0.8657 4.7974
C 2.4789 1.9594 0.8311
C -1.2638 -2.0638 -2.1000
C 3.1959 2.0020 -3.0990
N -1.4942 1.5152 -2.1797
C 3.2331 0.6772 -3.5560
H 0.5107 1.1289 6.7291
C 2.0196 0.0240 -3.8293
C 2.0517 -0.2436 1.4639
H -1.5725 -1.4889 -2.9844
H 2.1566 0.3419 -0.7003
H -0.1419 0.1968 -3.9307
H 0.3007 -3.3202 -0.0835
H 1.8045 -1.3116 1.4169
```

Repeat the fifth record exactly.
# C15H21Ge2O7P2PdS4

A structure of composition C15H21Ge2O7P2PdS4 (the ωB97M-V functional and the def2-TZVPD basis, the OMol25 dataset).

net charge	0
orbital gap (spin up / spin down)	0.21858 / 0.20877	hartree
2S+1	2
highest occupied orbital energy (spin up / spin down)	-8.51 / -8.60	eV

XYZ file:
```
52
C15H21Ge2O7P2PdS4 | the OMol25 dataset | the ωB97M-V functional and the def2-TZVPD basis
O 0.8324 1.7658 -4.6253
H -3.5208 -2.2870 1.8112
Ge -1.2949 -1.1472 1.6042
H -1.6744 -0.2185 3.9664
C -0.0159 -2.3747 2.4491
C 2.0757 1.8610 3.1527
O -2.4660 -1.5256 -4.1265
H 3.0758 3.7375 3.4266
H -0.2398 -2.6928 -0.7861
H 1.3059 3.1030 -0.4038
H 1.7258 1.4723 -2.2695
C 2.2335 3.5472 1.4595
C 1.5011 2.7457 0.5962
P -0.0717 1.5716 -3.4977
O 0.7830 1.5485 -2.0801
C -2.7970 -2.2343 0.9954
H 2.2982 1.5037 4.1502
H 4.3956 -1.4276 -1.9400
C 2.5146 3.1101 2.7462
C 2.5196 -0.7703 -1.1359
H -0.6143 -3.1312 2.9616
H -1.5504 1.1223 2.8244
S -4.3663 2.4884 1.0776
Ge -0.0296 0.2031 -0.0513
P -2.0995 -0.5058 -2.9702
C 1.2076 -1.1046 -0.7970
H 3.5969 -3.7328 -2.3547
H 0.6148 -2.8718 1.7138
H 0.6275 -1.8915 3.1834
C 2.9328 -2.9997 -1.9146
C 3.3806 -1.7050 -1.6874
O -3.1237 0.5957 -2.9653
C 1.3439 1.0620 2.2850
Pd -2.0451 1.7515 -1.3756
H 2.8958 0.2279 -0.9298
H -3.0421 0.1725 2.9270
O -1.8352 -1.1497 -1.6415
H 2.5860 4.5146 1.1252
C 0.7785 -2.4120 -1.0230
H 1.2886 -4.3656 -1.7413
O -1.1950 2.5317 -3.1354
H 1.0188 0.0885 2.6353
S -3.5792 0.9586 0.1948
H -3.2718 -1.8344 0.1055
C -1.9547 0.1188 2.9665
C 1.0407 1.4897 0.9916
H -2.4550 -3.2438 0.7642
H -1.7857 -2.1921 -4.2633
C 1.6364 -3.3543 -1.5720
S -1.4489 3.6089 -0.1339
O -0.6542 0.0707 -3.4445
S -3.0789 4.2009 0.7523
```

- net charge of number 1 (C24H21F24O9P)?
  0

- What is the net charge in the first record?
  0